No. 1
Computed, not measured: C36H55N4OP2PbSe as an isolated structure at a distorted geometry, with ωB97M-V/def2-TZVPD.

Properties
**E_LUMO**: -0.360 Eh
**Charge**: +3
**Relative energy (zero: lowest compared OMol25 entry of this formula, charge and spin)**: 4.245 eV
**Kohn-Sham gap**: 5.9 eV

Last column: Löwdin charge in e.
Element x y z (Å)
C1 1.087 1.556 -2.354  -0.297
C2 -0.718 2.410 -1.074  -0.274
C3 1.025 2.659 -3.213  0.034
C4 -0.829 3.523 -1.924  0.029
C5 0.065 3.659 -2.987  0.028
H1 1.710 2.719 -4.063  0.140
H2 -1.613 4.263 -1.743  0.136
H3 0.005 4.526 -3.653  0.141
N1 0.254 1.470 -1.277  -0.076
P1 1.193 -1.201 -1.966  1.075
P2 -0.857 1.315 1.511  1.112
C6 2.003 0.384 -2.599  -0.195
H4 2.315 0.350 -3.657  0.113
H5 2.913 0.479 -1.977  0.091
C7 0.192 -1.915 1.073  -0.224
O1 0.089 -2.908 1.695  0.237
C8 -1.717 2.067 -0.012  -0.262
H6 -2.378 2.919 0.205  0.123
C9 -2.315 0.772 2.657  -0.599
C10 0.094 2.767 2.320  -0.625
C11 -0.054 -1.717 -3.326  -0.616
C12 2.646 -2.448 -1.927  -0.621
C13 -2.434 -0.768 2.644  -0.082
H7 -1.651 -1.232 3.263  0.063
H8 -3.418 -1.034 3.075  0.121
H9 -2.364 -1.197 1.635  0.054
C14 -2.021 1.171 4.118  -0.067
H10 -1.131 0.649 4.507  0.072
H11 -1.887 2.256 4.255  0.080
H12 -2.884 0.864 4.737  0.116
C15 -3.651 1.390 2.196  -0.047
H13 -4.347 1.415 3.055  0.117
H14 -3.540 2.422 1.826  0.078
H15 -4.126 0.784 1.407  0.085
C16 0.845 2.249 3.569  -0.101
H16 0.923 1.151 3.555  0.014
H17 1.872 2.661 3.555  0.097
H18 0.375 2.559 4.512  0.091
C17 1.161 3.263 1.317  -0.111
H19 1.641 2.431 0.780  -0.011
H20 0.742 3.966 0.581  0.087
H21 1.943 3.798 1.886  0.113
C18 -0.812 3.962 2.676  -0.050
H22 -1.859 3.782 2.374  0.071
H23 -0.797 4.206 3.750  0.099
H24 -0.458 4.855 2.128  0.100
C19 2.120 -3.806 -1.418  -0.066
H25 2.911 -4.290 -0.815  0.107
H26 1.236 -3.674 -0.772  0.055
H27 1.860 -4.494 -2.238  0.093
C20 3.694 -1.943 -0.916  -0.162
H28 3.980 -0.893 -1.092  0.060
H29 3.331 -2.031 0.119  0.017
H30 4.604 -2.562 -1.024  0.106
C21 3.344 -2.603 -3.295  -0.050
H31 4.438 -2.616 -3.133  0.103
H32 3.074 -3.530 -3.819  0.097
H33 3.124 -1.749 -3.959  0.071
C22 -1.141 -0.622 -3.396  -0.077
H34 -1.335 -0.294 -4.432  0.110
H35 -2.083 -1.042 -2.996  0.084
H36 -0.873 0.247 -2.779  0.037
C23 -0.722 -3.026 -2.845  -0.075
H37 -0.945 -2.953 -1.766  0.069
H38 -1.673 -3.161 -3.395  0.114
H39 -0.096 -3.912 -3.031  0.083
C24 0.537 -1.889 -4.737  -0.061
H40 1.019 -0.964 -5.100  0.092
H41 1.265 -2.713 -4.797  0.074
H42 -0.288 -2.127 -5.434  0.118
Pb1 0.276 -0.272 0.067  0.775
N2 -1.765 -0.304 -0.622  -0.038
C25 -2.432 0.788 -0.599  -0.379
C26 -3.810 0.919 -1.151  -0.195
C27 -4.636 -0.229 -1.158  -0.037
C28 -4.331 2.120 -1.677  -0.019
C29 -5.936 -0.174 -1.665  -0.044
H43 -4.215 -1.155 -0.753  0.113
C30 -5.635 2.174 -2.191  -0.046
H44 -3.717 3.025 -1.697  0.100
C31 -6.443 1.029 -2.186  -0.036
H45 -6.561 -1.073 -1.657  0.121
H46 -6.019 3.116 -2.598  0.122
H47 -7.463 1.073 -2.585  0.125
C32 1.029 -1.433 4.000  -0.023
N3 2.370 -1.718 3.515  -0.088
C33 3.156 -2.631 4.116  -0.009
C34 4.365 -2.664 3.475  -0.004
N4 4.344 -1.760 2.480  -0.101
C35 5.503 -1.483 1.633  0.001
C36 3.102 -1.196 2.486  -0.622
Se1 2.645 0.135 1.361  0.912
H48 1.082 -0.971 5.008  0.139
H49 0.449 -2.375 4.084  0.119
H50 0.497 -0.785 3.305  0.020
H51 2.870 -3.229 4.972  0.157
H52 5.211 -3.288 3.734  0.158
H53 5.301 -0.671 0.910  0.074
H54 5.793 -2.405 1.085  0.118
H55 6.357 -1.168 2.268  0.129



No. 2
Computed, not measured: an isolated molecule of C2H3F3OS at a distorted geometry, with ωB97M-V/def2-TZVPD.

Properties
**E_LUMO**: -0.001 Eh
**Relative energy (zero: lowest compared OMol25 entry of this formula, charge and spin)**: 3.114 eV
**Kohn-Sham gap**: 9.3 eV

Last column: natural (NBO) charge in e.
Element x y z (Å)
C1 -0.012 0.257 -1.867  -0.977
S1 0.025 0.719 -0.285  1.511
O1 -1.077 1.576 0.080  -0.917
C2 0.032 -0.645 1.240  0.749
F1 -0.687 -0.088 2.217  -0.301
F2 -0.572 -1.829 0.828  -0.328
F3 1.337 -0.860 1.710  -0.341
H1 -1.014 0.053 -2.196  0.269
H2 0.832 -0.471 -2.124  0.242
H3 1.137 1.288 0.398  0.093



No. 3
Computed, not measured: a 5-piece molecular cluster, C29H59N2O14 overall at a distorted geometry, with ωB97M-V/def2-TZVPD.

Properties
**E_LUMO**: 0.072 Eh
**Charge**: -1
**Kohn-Sham gap**: 3.9 eV

Last column: Löwdin charge in e.
Element x y z (Å)
C1 -2.406 -4.831 5.798  -0.128
O1 -3.309 -5.177 4.775  -0.188
C2 -4.462 -4.331 4.677  -0.229
C3 -4.696 -3.973 3.211  -0.167
C4 -4.345 -2.527 2.816  -0.184
C5 -3.094 -1.947 3.490  -0.198
C6 -2.068 -1.375 2.490  -0.191
C7 -2.253 0.134 2.204  -0.195
C8 -0.899 0.849 2.120  -0.216
C9 -0.832 1.980 1.084  -0.222
C10 0.638 2.139 0.633  -0.224
C11 1.044 1.064 -0.385  -0.400
N1 2.225 1.429 -1.109  -0.143
C12 2.845 0.220 -1.526  -0.409
C13 1.962 -0.735 -2.375  -0.207
C14 2.783 -1.690 -3.274  -0.196
C15 2.597 -3.152 -2.881  -0.194
N2 3.630 -3.501 -1.881  0.061
C16 3.501 -4.770 -1.366  -0.571
C17 4.162 -5.022 -0.025  -0.006
O2 2.936 -5.663 -1.937  0.053
H1 -1.418 -5.130 5.471  0.085
H2 -2.363 -3.761 5.999  0.074
H3 -2.637 -5.328 6.740  0.080
H4 -4.362 -3.444 5.297  0.111
H5 -5.294 -4.909 5.077  0.112
H6 -4.195 -4.706 2.591  0.113
H7 -5.761 -4.099 3.028  0.099
H8 -4.150 -2.537 1.751  0.099
H9 -5.217 -1.912 2.997  0.098
H10 -3.374 -1.131 4.147  0.101
H11 -2.561 -2.667 4.099  0.080
H12 -2.108 -1.907 1.547  0.108
H13 -1.101 -1.490 2.961  0.098
H14 -2.781 0.242 1.263  0.100
H15 -2.872 0.609 2.963  0.098
H16 -0.146 0.118 1.852  0.084
H17 -0.598 1.276 3.074  0.111
H18 -1.490 1.807 0.239  0.093
H19 -1.081 2.917 1.577  0.088
H20 1.236 1.997 1.530  0.094
H21 0.835 3.130 0.239  0.089
H22 1.264 0.143 0.205  0.085
H23 0.147 0.859 -1.010  0.095
H24 3.738 0.416 -2.127  0.060
H25 3.200 -0.389 -0.642  0.084
H26 1.270 -0.141 -2.961  0.097
H27 1.366 -1.348 -1.702  0.082
H28 2.497 -1.569 -4.314  0.097
H29 3.829 -1.414 -3.196  0.083
H30 1.616 -3.297 -2.442  0.113
H31 2.749 -3.780 -3.747  0.108
H32 3.567 -2.857 -1.092  0.120
H33 4.831 -5.863 -0.149  0.076
H34 3.405 -5.295 0.695  0.078
H35 4.725 -4.147 0.282  0.070
C18 -2.765 4.554 6.652  -0.049
O3 -2.903 4.031 5.333  0.003
C19 -3.577 4.823 4.494  -0.621
O4 -4.054 5.897 4.770  0.114
O5 -3.629 4.221 3.310  0.006
C20 -4.322 4.952 2.298  -0.035
H36 -2.204 3.820 7.224  0.092
H37 -2.213 5.493 6.639  0.097
H38 -3.741 4.698 7.115  0.094
H39 -3.833 5.906 2.107  0.098
H40 -5.362 5.106 2.581  0.092
H41 -4.289 4.349 1.395  0.093
C21 4.393 1.400 -8.129  -0.054
O6 4.302 2.415 -7.137  -0.003
C22 4.046 1.953 -5.899  -0.609
O7 3.895 0.791 -5.608  0.101
O8 3.984 2.983 -5.076  0.010
C23 3.722 2.629 -3.697  -0.028
H42 4.600 1.899 -9.073  0.089
H43 5.207 0.712 -7.906  0.082
H44 3.453 0.855 -8.213  0.096
H45 4.520 2.002 -3.308  0.083
H46 2.763 2.129 -3.592  0.075
H47 3.693 3.553 -3.129  0.090
C24 6.259 -1.071 -5.224  -0.028
O9 7.551 -1.299 -4.642  0.012
C25 8.295 -0.205 -4.523  -0.618
O10 7.987 0.910 -4.859  0.124
O11 9.463 -0.553 -3.962  -0.003
C26 10.364 0.535 -3.773  -0.053
H48 5.755 -2.033 -5.267  0.099
H49 5.671 -0.395 -4.613  0.074
H50 6.360 -0.677 -6.234  0.084
H51 9.933 1.280 -3.106  0.097
H52 10.625 0.990 -4.727  0.094
H53 11.261 0.124 -3.316  0.089
C27 -7.720 1.838 3.345  -0.037
O12 -8.382 1.521 2.118  0.003
C28 -7.669 1.810 1.026  -0.618
O13 -6.568 2.295 1.014  0.124
O14 -8.387 1.466 -0.045  0.003
C29 -7.735 1.720 -1.291  -0.040
H54 -8.397 1.557 4.148  0.092
H55 -6.796 1.271 3.442  0.097
H56 -7.515 2.905 3.407  0.094
H57 -6.812 1.148 -1.366  0.100
H58 -7.531 2.782 -1.409  0.097
H59 -8.418 1.399 -2.073  0.091